[1]
Formula: C52H46BBrCdF4IN7O2S4
Source: the Open Molecules 2025 dataset
Level of theory: the ωB97M-V functional and the def2-TZVPD basis

```
119
Properties=species:S:1:pos:R:3
Cd -2.7806 1.1129 0.5478
C -4.3855 2.6793 -3.4184
C -3.7166 1.8253 -2.4038
N -3.0872 2.4191 -1.3740
N -2.8918 3.7192 -1.4054
C -2.2417 4.2076 -0.3130
N -2.1804 5.5049 -0.3522
S -1.4929 3.2714 0.9057
C -3.4965 0.4661 -2.6011
C -3.4374 -0.1188 -3.9245
C -3.3147 -1.4724 -4.1093
C -3.3583 -2.2706 -3.0131
C -3.3758 -1.6796 -1.7158
N -3.2260 -0.3617 -1.5415
H -4.4475 3.6719 -2.9724
H -5.3765 2.3287 -3.6806
H -3.7666 2.7499 -4.3422
H -2.6117 6.0402 -1.1453
H -1.6158 6.0792 0.3397
H -3.6556 0.5527 -4.7410
H -3.4158 -1.9507 -5.0808
H -3.5850 -3.3055 -3.1484
H -3.7625 -1.8962 0.1375
C 1.1917 0.1450 5.7790
C 1.8317 -0.7355 4.7182
C 2.9885 -1.4168 5.1190
C 3.6143 -2.2969 4.2589
C 3.1481 -2.4846 2.9621
C 2.1128 -1.7834 2.4945
C 1.4746 -0.8789 3.3573
S 4.2220 -3.4619 1.8709
O 5.2726 -4.1447 2.7138
C 5.1268 -2.1776 1.0760
C 6.0380 -1.4675 1.8783
C 6.6951 -0.4069 1.2830
C 6.8479 -0.4059 -0.1950
C 7.8597 0.3805 -0.7607
C 7.9274 0.5450 -2.1219
C 7.0323 -0.1820 -2.9092
C 6.0750 -1.0138 -2.3783
C 5.9425 -1.1594 -0.9592
C 5.0458 -2.0964 -0.2761
C 4.0830 -2.9526 -1.0767
C 4.1395 -4.4154 -1.2027
C 5.2702 -5.1497 -0.7808
C 5.2687 -6.5625 -0.6596
C 4.1257 -7.2559 -1.0934
C 3.0105 -6.5547 -1.5569
C 2.9264 -5.1739 -1.5759
C 1.7168 -4.4267 -1.8162
C 1.7698 -3.0707 -1.9722
C 2.9544 -2.3423 -1.6289
S 2.7645 -0.5927 -1.8174
O -3.5467 -2.4596 -0.6597
C 2.4769 -0.2421 -3.5414
C 3.1925 0.7978 -4.1709
C 2.9831 1.1985 -5.4688
C 2.1400 0.4636 -6.3037
C 1.8385 0.6995 -7.7719
C 1.4346 -0.6214 -5.6753
C 1.6189 -1.0038 -4.3269
H 1.1611 1.2135 5.5239
H 1.8993 -0.0586 6.6201
H 0.1885 -0.2686 5.9671
H 3.4284 -1.2987 6.0685
H 4.5782 -2.7809 4.5167
H 1.9156 -1.8433 1.4191
H 0.5787 -0.3468 3.0051
H 6.1742 -1.7746 2.9286
H 7.3590 0.2726 1.7957
H 8.5821 0.8745 -0.0437
H 8.6874 1.1953 -2.4774
H 7.0823 -0.1465 -3.9802
H 5.3611 -1.4641 -3.0590
H 6.1533 -4.5823 -0.3987
H 6.1892 -7.0885 -0.3955
H 4.1642 -8.3238 -1.1034
H 2.1468 -7.1798 -1.7208
H 0.8344 -5.0077 -1.9889
H 0.9428 -2.4799 -2.2672
H 4.0380 1.0637 -3.5455
H 3.4217 2.1347 -5.8403
H 2.5218 1.4034 -8.3083
H 0.8107 1.1693 -7.7318
H 1.7442 -0.2512 -8.3719
H 0.7348 -1.2844 -6.2822
H 1.1706 -1.8772 -3.9804
F -1.5296 1.0690 2.9750
B -1.6101 1.3786 4.3214
F -3.0331 1.8600 4.5812
F -1.4059 0.2814 5.1667
F -0.8360 2.4311 4.6539
C -7.7492 -3.2665 2.6613
C -6.4507 -3.0026 1.8705
C -5.8420 -1.6194 2.0493
N -4.7605 -1.1863 1.3929
N -4.5051 0.0922 1.7313
C -5.2893 0.6073 2.6600
N -5.1666 1.7495 3.3173
S -6.5677 -0.5519 3.2079
H -8.1592 -4.2788 2.6045
H -8.5366 -2.5973 2.3631
H -7.5893 -3.1413 3.7741
H -6.5229 -3.2361 0.8229
H -5.6253 -3.7108 2.2228
H -4.2751 1.8905 3.8547
H -6.0705 2.0987 3.6996
Br -3.6917 7.6220 6.1644
C -4.1448 7.8149 4.3642
C -4.8994 8.9053 3.9519
C -5.6495 8.7754 2.7932
C -5.3108 7.8337 1.8461
C -4.3615 6.8520 2.2066
C -3.8129 6.7843 3.5315
I -2.5738 5.1839 3.9745
H -5.0944 9.7432 4.6026
H -6.4238 9.5292 2.6118
H -5.7455 7.7879 0.8387
H -4.0280 6.1643 1.3758
```

Charge ... 0
E_LUMO (spin up / spin down) ... -0.74 / -0.74 eV
HOMO-LUMO gap (spin up / spin down) ... 7.037 / 7.037 eV
E_tot ... -7599.5510 Ha
E_HOMO (spin up / spin down) ... -0.2859 / -0.2859 Ha
Energy above the lowest of the compared OMol25 structures with the same formula, charge and spin ... 106.8 kcal per mole

***

[2]
Formula: C52H48ClN6O2P2S2Ta
Source: the Open Molecules 2025 dataset
Level of theory: the ωB97M-V functional and the def2-TZVPD basis

```
114
Properties=species:S:1:pos:R:3
Ta 14.9569 -2.8131 19.9821
C 16.3752 4.0230 23.3126
C 15.4253 2.9352 22.9249
C 15.6475 1.5961 23.2036
C 14.6170 0.6515 23.0692
C 13.4201 1.0477 22.4828
C 13.2057 2.3377 22.1109
C 14.2513 3.2806 22.2795
S 12.2200 -0.2884 21.9216
O 11.0587 0.4699 21.3966
O 11.9466 -1.2034 23.0472
N 13.9527 -1.5030 19.1694
C 13.3923 -0.3667 18.8696
C 14.0260 0.8434 19.2778
C 15.3295 1.2152 19.5020
C 16.5250 0.6607 18.9263
C 16.6730 -0.5781 18.2112
N 16.5905 -1.8609 18.6046
H 16.0513 4.6211 24.2535
H 16.4092 4.6883 22.4515
H 17.3966 3.6535 23.4285
H 16.6259 1.3002 23.5710
H 14.7022 -0.3286 23.5578
H 12.3458 2.6928 21.5390
H 14.1028 4.3072 21.9888
H 13.2818 1.6255 19.3313
H 15.5280 2.0587 20.1715
H 17.5155 1.1271 19.0930
H 16.9750 -0.4919 17.1751
S 13.9101 -4.3213 21.6368
C 14.9804 -4.0241 22.9191
N 14.8297 -4.7259 24.0730
N 15.6893 -4.2047 24.9846
C 15.1060 -3.7261 26.1296
C 15.9993 -3.1132 26.9764
C 15.6156 -2.4202 28.0862
C 14.2414 -2.4260 28.4098
C 13.3495 -3.2188 27.6623
C 13.7114 -3.7232 26.4531
N 15.9385 -3.1241 22.7919
N 16.1528 -2.5012 21.5961
C 17.5197 -2.1339 21.5824
C 18.3916 -3.1581 21.9420
C 19.5742 -2.8230 22.6884
C 19.9577 -1.4933 22.7867
C 19.2308 -0.4957 22.0949
C 18.0007 -0.8277 21.4720
H 16.6011 -3.8371 24.7042
H 17.0417 -3.0424 26.6104
H 16.3096 -1.8391 28.7148
H 13.8488 -1.9797 29.2937
H 12.3314 -3.2913 27.9868
H 13.0372 -4.2269 25.7780
H 18.0861 -4.2048 21.7585
H 20.1460 -3.5849 23.1635
H 20.8665 -1.2498 23.3483
H 19.5292 0.5328 22.2212
H 17.5259 -0.0539 20.8586
C 10.1504 -4.5436 17.4465
C 10.2969 -4.0259 18.9144
P 10.7790 -2.2610 19.4917
C 11.0780 -1.1459 18.1172
C 12.1553 -0.2505 18.0680
C 11.9693 0.9357 17.3035
C 10.8737 1.1243 16.4679
C 9.9842 0.0648 16.2856
C 10.0255 -1.0184 17.1414
C 9.1026 -1.8649 20.1179
C 7.9507 -1.7754 19.3808
C 6.7359 -1.3080 19.9634
C 6.5888 -1.3192 21.3234
C 7.7454 -1.4443 22.0835
C 8.9349 -1.8734 21.5024
C 11.4579 -4.3914 16.6536
P 12.8362 -5.3859 17.4871
C 12.1168 -7.0497 17.2159
C 11.9678 -8.0057 18.2842
C 11.3495 -9.2120 18.0321
C 11.0862 -9.5602 16.7487
C 11.2171 -8.6565 15.6766
C 11.8557 -7.4656 15.9323
C 14.1082 -5.4252 16.1666
C 14.2733 -4.3561 15.2384
C 15.2688 -4.4588 14.2479
C 16.0886 -5.5610 14.1377
C 15.9415 -6.5720 15.1009
C 14.9599 -6.5384 16.0586
H 9.2958 -4.0523 16.9236
H 9.8178 -5.5843 17.5028
H 11.1820 -4.4892 19.4190
H 9.4224 -4.2435 19.5198
H 17.0867 -2.4798 17.9179
H 12.7502 1.7370 17.3704
H 10.7591 2.1129 16.0258
H 9.2074 0.0588 15.5348
H 9.2626 -1.8019 17.0683
H 7.9305 -2.0607 18.3049
H 5.9689 -0.9943 19.2207
H 5.5921 -1.2594 21.7656
H 7.7227 -1.3235 23.1831
H 9.8101 -2.1244 22.1002
H 11.8308 -3.3761 16.7772
H 11.3626 -4.6563 15.5729
H 12.3789 -7.7715 19.2672
H 11.1354 -9.8319 18.9418
H 10.6320 -10.5304 16.5229
H 10.9202 -8.9166 14.6670
H 12.2835 -6.8852 15.0787
H 13.6856 -3.4441 15.3558
H 15.3965 -3.6716 13.5386
H 16.8500 -5.6454 13.3947
H 16.6876 -7.3357 15.0124
H 14.8326 -7.3484 16.7925
Cl 15.5624 -4.4384 18.5871
```

Charge ... +2
E_LUMO (spin up / spin down) ... -8.72 / -8.66 eV
HOMO-LUMO gap (spin up / spin down) ... 3.240 / 3.296 eV
E_tot ... -4484.7811 Ha
E_HOMO (spin up / spin down) ... -0.4396 / -0.4396 Ha